1.
Here is C6H10O in the gas phase from OMol25. Energies are from the ωB97M-V functional and the def2-TZVPD basis.

Positions of all 17 atoms, in Å:
1 C 1.705891 -0.618520 -0.259176
2 C 0.746693 0.315854 0.457069
3 C 0.038260 1.399574 -0.403628
4 C -1.326789 0.890324 0.109132
5 O -1.937136 -0.094389 -0.753415
6 C -1.229879 -1.183096 -0.123114
7 C -0.637972 -0.220930 0.936818
8 H 2.001325 -1.459364 0.379314
9 H 2.606250 -0.071427 -0.553676
10 H 1.259266 -1.033422 -1.168295
11 H 1.254917 0.775105 1.307905
12 H 0.295989 2.428862 -0.125106
13 H 0.148486 1.293638 -1.487824
14 H -2.043798 1.632796 0.482798
15 H -0.413474 -1.763875 -0.755377
16 H -1.642933 -2.173224 -0.143504
17 H -0.778447 -0.333082 2.017637

Cartesian forces (eV/Å) of the 6 atoms listed first:
C 0.096 0.006 0.030
C 0.196 0.027 0.128
C -0.050 0.010 -0.001
C -0.101 -0.200 -0.006
O 0.072 -0.379 -0.344
C 2.276 -0.883 -1.481

Output
Structure (SMILES)   C[C@H]1C[C@H]2OC[C@@H]12
E_HOMO   -9.13 eV

---

2.
Here is C6H10O in the gas phase from OMol25. Energies are from the ωB97M-V functional and the def2-TZVPD basis.

Positions of all 17 atoms, in Å:
1 C 2.656545 0.181620 -0.263516
2 C 1.309566 0.231648 -0.052671
3 C 0.459183 -0.077236 -1.123695
4 C -0.842338 -0.672548 -0.965936
5 C -1.986657 0.167786 -0.155091
6 O -2.122569 -0.196571 1.094156
7 C 0.761756 0.381139 1.337834
8 H 3.513349 0.258740 0.393769
9 H 0.905536 -0.035653 -2.112998
10 H 2.995484 0.183657 -1.297180
11 H -1.320424 -0.823753 -1.939504
12 H -0.797178 -1.685838 -0.561989
13 H -1.695263 1.242669 -0.216022
14 H -2.861016 0.015026 -0.803061
15 H 0.355927 -0.559710 1.695337
16 H -0.076627 1.058325 1.499992
17 H 1.553255 0.818650 1.953691

Cartesian forces (eV/Å) of the 6 atoms listed first:
C -0.428 0.754 -1.516
C 1.182 0.044 1.710
C -0.947 -1.219 -0.212
C 0.790 -0.587 -2.323
C -0.367 1.261 2.748
O 0.087 -0.191 -0.871

Output
E_HOMO   -7.65 eV

---

3.
Here is 2 unconnected molecules or ions with the total composition C6H10O from OMol25. Energies are from the ωB97M-V functional and the def2-TZVPD basis.

Positions of all 17 atoms, in Å:
1 C 1.119968 2.217291 -0.660972
2 C 1.994738 1.353414 -0.145841
3 C -0.623907 0.289680 -1.392707
4 C -1.497884 -0.223849 -0.268645
5 C -1.261423 -1.634762 0.301297
6 C -0.421121 -0.904487 1.355350
7 O -0.873701 0.385836 0.894974
8 H 0.302904 2.615264 -0.066782
9 H 1.199398 2.571201 -1.684702
10 H 2.827522 0.964879 -0.728092
11 H 1.913938 1.014360 0.884263
12 H 0.261447 -0.381280 -1.415151
13 H -2.543742 0.087896 -0.366848
14 H -2.162718 -2.102929 0.704342
15 H -0.738550 -2.338217 -0.351754
16 H -0.688139 -1.064611 2.404454
17 H 0.664399 -1.009247 1.236130

Cartesian forces (eV/Å) of the 6 atoms listed first:
C 0.075 -0.063 0.039
C -0.081 0.078 -0.037
C 0.044 -0.237 0.163
C -0.208 0.111 -0.247
C 0.003 -0.145 -0.063
C 0.172 -0.211 0.209

Output
E_HOMO (spin up / spin down)   -8.52 / -8.54 eV

---

4.
Here is 2 unconnected molecules or ions with the total composition C6H10O from OMol25. Energies are from the ωB97M-V functional and the def2-TZVPD basis.

Positions of all 17 atoms, in Å:
1 C -2.381832 -1.466080 -0.666895
2 O -2.475831 -0.920370 -1.736517
3 C 0.242034 0.534666 -1.064559
4 C 0.050777 1.549286 -0.225370
5 C 0.625647 1.285977 1.145187
6 C 1.355419 -0.073272 0.985396
7 C 0.983413 -0.610898 -0.420876
8 H -2.702661 -2.515756 -0.516512
9 H -1.966161 -0.953382 0.222893
10 H 0.346568 -1.506169 -0.367079
11 H -0.118076 0.495480 -2.088562
12 H -0.475064 2.468192 -0.473102
13 H 1.307374 2.083753 1.466196
14 H -0.170507 1.242488 1.901492
15 H 2.437534 0.068059 1.062452
16 H 1.073918 -0.776187 1.775287
17 H 1.867448 -0.905786 -0.999434

Cartesian forces (eV/Å) of the 6 atoms listed first:
C -0.047 0.159 -0.337
O -0.004 -0.302 0.500
C -0.007 0.158 0.102
C 0.032 -0.117 -0.119
C -0.013 0.032 0.045
C 0.035 -0.024 0.054

Output
Structure (SMILES)   C1=CCCC1.C=O
E_HOMO   -9.05 eV

---

5.
Here is 2 unconnected molecules or ions with the total composition C6H10O from OMol25. Energies are from the ωB97M-V functional and the def2-TZVPD basis.

Positions of all 17 atoms, in Å:
1 O 0.260762 2.310329 -0.922653
2 C 0.032611 1.128499 -0.422175
3 C 0.842464 0.027359 -1.030303
4 C 1.121303 -1.143729 -0.091738
5 C -0.157652 -1.561078 0.635512
6 C -0.788122 -0.370991 1.299407
7 C -0.716851 0.874507 0.786225
8 H -0.724376 2.654084 -0.838344
9 H -1.928070 1.884041 -0.847921
10 H 1.748394 0.471670 -1.455702
11 H 0.236590 -0.303458 -1.888496
12 H 1.873458 -0.844261 0.648342
13 H 1.539522 -1.981639 -0.658871
14 H -0.867067 -2.006216 -0.079978
15 H 0.058582 -2.336358 1.378147
16 H -1.350523 -0.526719 2.216746
17 H -1.181024 1.723963 1.271801

Cartesian forces (eV/Å) of the 6 atoms listed first:
O -0.484 0.175 0.075
C 0.125 -0.478 0.290
C -0.055 0.034 -0.005
C 0.025 -0.011 0.002
C 0.003 0.020 0.034
C 0.004 -0.063 0.007

Output
E_HOMO (spin up / spin down)   -6.89 / -7.54 eV

---

6.
Here is a molecular structure, C6H10O from OMol25. Energies are from the ωB97M-V functional and the def2-TZVPD basis.

Positions of all 17 atoms, in Å:
1 C -2.077886 0.229760 0.256287
2 C 0.951821 1.201193 0.583792
3 C 1.445614 -1.289529 0.450452
4 C 0.824835 -0.080358 -0.194593
5 C -0.430056 -0.243470 -1.917168
6 O -1.009777 -0.528759 -0.285424
7 C 0.793572 -0.005836 -1.624137
8 H -1.229526 -0.340878 -2.626607
9 H -1.996007 1.295594 0.011654
10 H -2.098321 0.108495 1.343632
11 H -3.019394 -0.152388 -0.147807
12 H 0.415187 2.015130 0.099777
13 H 2.009505 1.468797 0.624252
14 H 0.583441 1.078069 1.602863
15 H 1.183543 -2.191547 -0.099052
16 H 1.119508 -1.386486 1.487994
17 H 2.533940 -1.177787 0.434084

Cartesian forces (eV/Å) of the 6 atoms listed first:
C 0.083 -0.088 -0.166
C -0.421 -0.137 -0.061
C -0.283 -0.005 0.011
C 0.479 0.092 -0.427
C -0.455 0.023 1.269
O 0.054 0.132 -0.539

Output
E_HOMO   -8.27 eV

---

7.
Here is C6H10O in the gas phase from OMol25. Energies are from the ωB97M-V functional and the def2-TZVPD basis.

Positions of all 17 atoms, in Å:
1 C -1.427521 0.288199 1.024108
2 C -1.661910 1.369598 0.287428
3 C -0.927498 -1.026634 0.477133
4 C 0.579130 -1.008320 0.150356
5 C 1.009260 -0.394119 -1.193019
6 C 1.751566 0.627492 -0.325671
7 O 1.321716 -0.015376 0.882986
8 H -1.579587 0.338836 2.102189
9 H -1.482428 -1.275328 -0.437390
10 H -1.530186 1.366209 -0.794079
11 H -1.985828 2.305580 0.733529
12 H -1.135442 -1.828178 1.194063
13 H 1.007418 -2.002905 0.332162
14 H 1.640409 -1.036457 -1.812065
15 H 0.194035 0.006439 -1.801116
16 H 2.844545 0.625882 -0.420209
17 H 1.382314 1.659087 -0.400403

Cartesian forces (eV/Å) of the 6 atoms listed first:
C -0.054 0.206 -0.100
C -0.022 -0.110 0.042
C -0.038 -0.029 0.021
C -0.142 -0.293 -0.067
C -0.065 -0.016 -0.127
C 0.183 0.222 -0.192

Output
Structure (SMILES)   C=CC[C@H]1CCO1
E_HOMO   -9.51 eV

---

8.
Here is 2 unconnected molecules or ions with the total composition C6H10O from OMol25. Energies are from the ωB97M-V functional and the def2-TZVPD basis.

Positions of all 17 atoms, in Å:
1 C -0.729459 -0.805194 -0.319611
2 C -0.548008 0.308961 0.675497
3 O -0.664008 0.154930 1.872512
4 C 0.089652 1.535093 0.068071
5 C 1.468285 1.086892 -0.377053
6 C 1.744222 -0.202393 -0.576676
7 C 0.724943 -1.315341 -0.446418
8 H -1.392764 -1.590507 0.053913
9 H -1.121426 -0.438296 -1.278021
10 H -3.224372 -0.220265 0.928329
11 H -2.743083 -0.190073 1.493116
12 H -0.492562 1.904634 -0.786508
13 H 0.140094 2.313931 0.831058
14 H 2.236223 1.851172 -0.488245
15 H 2.762739 -0.502633 -0.817478
16 H 0.944771 -1.892185 0.462806
17 H 0.804754 -1.998728 -1.295293

Cartesian forces (eV/Å) of the 6 atoms listed first:
C 0.062 -0.031 0.065
C 0.031 0.004 0.260
O 0.018 0.192 -0.375
C -0.070 0.093 0.098
C 0.055 -0.239 -0.076
C -0.067 0.146 -0.035

Output
Structure (SMILES)   O=C1CC=CCC1.[H][H]
E_HOMO   -9.36 eV

---

What energy relative to the best compared isomer or geometry (same formula, charge and spin) values result from the calculations? In sequence: 58.1, 107.5, 140.2, 25.1, 90.6, 106.6, 35.0, 27.0 kcal/mol.
What DFT total energy values result from the calculations? In sequence: -8428.7204, -8426.5774, -8425.1613, -8430.1506, -8427.3124, -8426.6161, -8429.7244, -8430.0694 eV.